Here is a cluster of 6 separate species, C12H36O6 in total in a non-equilibrium geometry from the OMol25 dataset. Energies are from ωB97M-V with the def2-TZVPD basis set.

Output
**Strongest force on any atom**: 0.0293 Eh/bohr
**SMILES string**: CCO.CCO.CCO.CCO.CCO.CCO
**Total charge**: 0
**Energy**: -930.1783 hartree

Bonds (Å) are listed after each position.
Cartesian coordinates (Å):
1 C 0.1595 -1.3947 1.3785  C2 1.534, H4 1.093, H5 1.089, H6 1.095
2 C 0.9598 -0.9672 0.1418  C1 1.534, O3 1.426, H7 1.092, H8 1.093
3 O 0.1461 -0.1831 -0.7274  C2 1.426, H9 0.979
4 H -0.5972 -2.1462 1.1396  C1 1.093
5 H -0.3047 -0.5192 1.8296  C1 1.089
6 H 0.7967 -1.8471 2.1462  C1 1.095
7 H 1.4029 -1.8060 -0.3993  C2 1.092
8 H 1.7265 -0.2924 0.5317  C2 1.093
9 H -0.4572 -0.7779 -1.2180  O3 0.979
10 C 3.3787 2.4241 -1.2726  C11 1.526, H13 1.093, H14 1.091, H15 1.096
11 C 4.6482 2.3162 -0.4330  C10 1.526, O12 1.421, H16 1.097, H17 1.092
12 O 5.1221 0.9773 -0.3843  C11 1.421, H18 0.971
13 H 2.4847 2.0107 -0.7990  C10 1.093
14 H 3.4945 1.8862 -2.2150  C10 1.091
15 H 3.1533 3.4735 -1.4922  C10 1.096
16 H 4.4296 2.7270 0.5599  C11 1.097
17 H 5.4066 2.9702 -0.8683  C11 1.092
18 H 4.7697 0.5886 0.4332  O12 0.971
19 C 3.2708 -0.2039 4.1819  C20 1.524, H22 1.094, H23 1.089, H24 1.089
20 C 4.4908 -0.0011 3.2916  C19 1.524, O21 1.454, H25 1.091, H26 1.088
21 O 4.1992 -0.4522 1.9410  C20 1.454, H27 0.961
22 H 3.4720 0.2199 5.1697  C19 1.094
23 H 3.0432 -1.2639 4.2821  C19 1.089
24 H 2.4164 0.3204 3.7572  C19 1.089
25 H 5.3365 -0.5841 3.6594  C20 1.091
26 H 4.7336 1.0517 3.1682  C20 1.088
27 H 4.3209 -1.4050 1.9034  O21 0.961
28 C -3.8245 -2.6226 0.7876  C29 1.528, H31 1.093, H32 1.092, H33 1.094
29 C -5.1738 -3.0884 0.2430  C28 1.528, O30 1.420, H34 1.088, H35 1.099
30 O -6.0847 -3.3760 1.2941  C29 1.420, H36 0.960
31 H -3.2314 -3.4549 1.1738  C28 1.093
32 H -3.9273 -1.8948 1.5948  C28 1.092
33 H -3.2263 -2.1618 -0.0038  C28 1.094
34 H -5.0194 -3.9285 -0.4308  C29 1.088
35 H -5.5757 -2.2588 -0.3560  C29 1.099
36 H -6.0153 -2.6547 1.9245  O30 0.960
37 C -4.0002 -1.8972 -3.1256  C38 1.523, H40 1.095, H41 1.091, H42 1.087
38 C -2.8906 -0.8953 -2.8347  C37 1.523, O39 1.424, H43 1.089, H44 1.093
39 O -1.7474 -1.5415 -2.2830  C38 1.424, H45 0.964
40 H -3.7385 -2.6109 -3.9141  C37 1.095
41 H -4.8914 -1.3886 -3.4979  C37 1.091
42 H -4.2325 -2.4873 -2.2431  C37 1.087
43 H -3.2669 -0.1704 -2.1148  C38 1.089
44 H -2.6361 -0.3429 -3.7427  C38 1.093
45 H -1.4671 -2.2081 -2.9205  O39 0.964
46 C -0.2894 4.5134 -1.1383  C47 1.524, H49 1.087, H50 1.092, H51 1.092
47 C -0.9432 3.1367 -1.1308  C46 1.524, O48 1.402, H52 1.099, H53 1.098
48 O -0.5107 2.3966 -0.0209  C47 1.402, H54 0.982
49 H -0.4532 4.9852 -0.1729  C46 1.087
50 H -0.6661 5.1337 -1.9540  C46 1.092
51 H 0.7696 4.3783 -1.3666  C46 1.092
52 H -0.6922 2.6101 -2.0622  C47 1.099
53 H -2.0382 3.2165 -1.1356  C47 1.098
54 H -0.2308 1.4907 -0.2754  O48 0.982